(1)
DFT (ωB97M-V with the def2-TZVPD basis set) results for a single C21H27N molecule.

Calculated values
Multiplicity: 1
SMILES: C1=C[C@H]2C[C@@H]1C[C@@H]2[C@@H](/C=C/c1ccccc1)N1CCCCC1
E_HOMO, eV: -8.03
Energy, hartree: -870.9810
Max |F|, eV Å⁻¹: 7.2

Structure (XYZ):
```
49
Properties=species:S:1:pos:R:3:forces:R:3:mulliken_charge:R:1
C 1.58660 -3.58814 -2.21169 1.49 0.70 -1.25 -0.808
C 2.22120 -2.47512 -2.50253 4.85 -0.60 -0.17 -0.897
C 1.37169 -1.30617 -2.30721 1.37 1.82 0.03 -0.232
C 0.18353 -1.90769 -2.95356 -1.69 1.94 -1.02 -0.780
C 0.25991 -3.08299 -2.03417 -5.76 -4.26 -0.38 0.450
C 0.16033 -2.59784 -0.62032 -0.67 1.33 0.17 -1.208
C 1.00436 -1.22885 -0.79599 -0.42 -1.35 0.39 -0.212
C 0.10586 -0.01860 -0.46567 0.39 0.45 0.13 -0.817
C -0.37413 -0.19486 0.97829 -2.01 1.47 1.48 -0.565
C -1.71120 -0.08483 1.36652 2.01 -0.37 0.88 -0.399
C -2.24132 -0.30898 2.77599 -1.69 1.36 0.82 0.407
C -3.51903 0.31115 3.23636 1.50 -1.71 0.30 -0.436
C -4.14960 -0.04969 4.49751 1.91 1.30 -2.26 -0.639
C -3.43438 -0.80214 5.40604 2.40 -1.68 -0.84 -0.238
C -2.14967 -1.32223 5.06162 -1.26 2.80 -2.66 -0.719
C -1.57169 -1.04299 3.72464 -1.95 -1.64 3.11 -0.209
N 0.81146 1.29812 -0.86583 -2.02 -2.51 -1.27 1.065
C -0.00391 2.27363 -1.59827 -0.30 -1.04 -2.88 -0.734
C 0.72287 3.37970 -2.41675 2.55 -1.18 1.38 -0.736
C 1.90303 3.90816 -1.57432 1.91 -0.17 1.45 -0.656
C 2.70246 2.69267 -0.86163 -0.85 2.63 0.59 -1.069
C 1.81999 1.80670 0.01080 -1.14 1.86 -2.01 -0.840
H 1.98192 -4.56192 -2.20142 0.12 -1.07 0.09 0.511
H 3.28342 -2.41267 -2.82250 -0.64 0.04 0.52 0.380
H 1.84976 -0.39973 -2.70055 -0.60 -0.01 0.14 0.479
H 0.37814 -2.08870 -4.02163 -0.18 -0.37 0.45 0.332
H -0.68290 -1.21756 -2.89524 -0.06 -0.75 0.18 0.244
H -0.53308 -3.89805 -2.23457 0.91 1.12 0.24 0.417
H 0.49867 -3.41476 0.00775 0.73 0.40 0.48 0.405
H -0.88363 -2.46050 -0.27763 0.43 0.46 -0.39 0.330
H 1.92361 -1.37855 -0.20889 -0.29 0.84 0.11 0.669
H -0.82950 -0.17534 -1.05178 0.79 0.65 -0.03 0.216
H 0.41057 -0.29500 1.78635 -0.97 -0.15 -0.95 0.334
H -2.53162 0.17158 0.70015 0.44 -0.11 -0.50 0.379
H -3.85155 1.01783 2.48410 -0.93 0.02 0.45 0.378
H -5.04552 0.38254 4.89485 -0.59 0.32 -0.59 0.353
H -3.84738 -1.12383 6.34560 -0.20 0.31 0.31 0.369
H -1.54915 -1.70646 5.83687 0.61 -1.04 0.50 0.392
H -0.79286 -1.72249 3.49626 1.27 0.03 -0.47 0.369
H -0.66397 1.80695 -2.44426 1.07 -0.02 1.84 0.162
H -0.68729 2.79143 -0.99356 -1.14 0.76 1.39 0.474
H 0.07293 4.18473 -2.54812 -1.38 1.13 -0.55 0.379
H 1.13121 3.06306 -3.40483 -0.46 -0.12 0.73 0.309
H 2.67853 4.46555 -2.19360 -1.06 -0.60 0.61 0.330
H 1.66022 4.60483 -0.70162 -0.33 -0.73 -1.32 0.288
H 3.14857 2.17442 -1.64828 0.68 -1.45 -1.18 0.368
H 3.52077 3.14514 -0.29758 -0.06 0.00 0.19 0.416
H 1.32031 2.35141 0.78326 -0.01 0.94 1.04 0.453
H 2.34149 1.03707 0.46104 1.23 -1.76 0.77 0.537
```
Positions in Å, forces in eV/Å.

(2)
DFT (ωB97M-V with the def2-TZVPD basis set) results for a gas-phase ion, C21H27N2O2 (charge +1).

Calculated values
Multiplicity: 1
SMILES: CCCc1n(C)c2ccccc2[n+]1C[C@H](O)COCc1ccccc1
Net charge: +1
E_HOMO, eV: -11.50
Energy, hartree: -1076.2196
Max |F|, eV Å⁻¹: 1.0

Structure (XYZ):
```
52
Properties=species:S:1:pos:R:3:forces:R:3:mulliken_charge:R:1
C -2.20433 4.37169 3.56868 0.07 0.04 -0.19 -1.337
C -1.36410 4.11909 2.32480 -0.03 -0.13 0.20 -0.074
C -0.47483 2.87249 2.50911 -0.18 0.29 -0.02 -1.500
C 0.35170 2.62208 1.30565 -0.10 -0.04 0.09 0.662
N 1.52607 3.20729 1.04013 -0.42 -0.40 -0.09 0.231
C 2.25785 4.14723 1.84751 0.33 0.40 0.31 -1.075
C 1.96941 2.76055 -0.18918 -0.29 -0.58 -0.73 0.190
C 3.11736 3.04314 -0.91766 -0.07 0.00 0.08 -0.707
C 3.25318 2.40783 -2.13500 0.05 0.06 0.08 -0.661
C 2.28360 1.52270 -2.61362 -0.09 -0.03 0.01 -0.851
C 1.13933 1.23863 -1.89680 -0.04 0.05 0.09 -0.780
C 0.99366 1.87346 -0.66993 0.81 0.51 -0.18 0.981
N -0.00466 1.83511 0.28320 0.35 0.52 0.30 0.652
C -1.13742 0.95075 0.20788 -0.26 -0.82 0.24 -1.775
C -0.78997 -0.42855 0.84314 -0.55 0.07 -0.25 0.603
O 0.53489 -0.77391 0.56332 0.33 -0.14 -0.09 -0.612
C -1.74735 -1.48375 0.28410 0.09 0.09 0.34 -0.914
O -1.47073 -1.56515 -1.09840 0.14 0.23 0.10 -0.132
C -2.05259 -2.69958 -1.73182 -0.05 -0.19 -0.23 -0.976
C -1.45979 -3.99839 -1.24698 -0.09 0.11 0.03 0.636
C -0.08577 -4.19622 -1.32312 -0.07 0.01 -0.01 -0.165
C 0.47913 -5.37104 -0.86208 0.10 0.07 -0.02 -0.755
C -0.32577 -6.36230 -0.32539 -0.05 -0.07 0.04 -0.405
C -1.69490 -6.17293 -0.24850 0.00 -0.11 0.05 -0.587
C -2.25970 -4.99269 -0.70111 0.04 0.12 -0.09 -0.328
H -2.83169 5.24608 3.42244 -0.08 0.06 0.06 0.373
H -2.84780 3.52170 3.78068 -0.09 -0.08 0.06 0.346
H -1.57092 4.54755 4.43434 0.04 0.02 0.13 0.360
H -2.01805 3.97373 1.46297 0.06 0.03 -0.09 0.345
H -0.73833 4.98995 2.12278 0.03 0.00 -0.11 0.308
H 0.16701 3.01403 3.37999 0.01 -0.11 -0.02 0.568
H -1.10694 2.00752 2.70853 0.08 -0.05 0.02 0.294
H 1.73479 4.34600 2.77821 -0.01 -0.03 -0.04 0.378
H 2.37817 5.08468 1.30214 -0.05 -0.05 0.04 0.380
H 3.24677 3.74497 2.07240 -0.08 0.00 0.02 0.390
H 3.86828 3.72387 -0.55233 0.11 0.09 0.04 0.465
H 4.12980 2.59658 -2.73370 0.09 0.03 -0.05 0.411
H 2.43725 1.04950 -3.57033 0.00 -0.05 -0.09 0.434
H 0.40046 0.54977 -2.27267 -0.10 -0.09 -0.04 0.479
H -2.00235 1.39109 0.70295 0.02 0.06 -0.09 0.349
H -1.36977 0.79274 -0.84653 -0.02 0.16 0.11 0.497
H -0.87658 -0.37065 1.93350 -0.08 -0.01 -0.10 0.500
H 0.53559 -1.25229 -0.27914 0.02 0.00 0.07 0.370
H -2.79431 -1.19926 0.45817 0.03 -0.02 -0.01 0.376
H -1.55552 -2.44741 0.77285 -0.03 0.13 0.00 0.444
H -3.13939 -2.69075 -1.57961 0.08 -0.02 -0.05 0.355
H -1.84323 -2.55505 -2.79539 -0.11 -0.03 0.10 0.315
H 0.53928 -3.42523 -1.75250 0.09 0.06 -0.06 0.427
H 1.54698 -5.51543 -0.92646 0.09 -0.03 -0.01 0.394
H 0.11370 -7.28147 0.03018 0.04 -0.08 0.03 0.389
H -2.32570 -6.94351 0.16756 -0.05 -0.08 0.04 0.392
H -3.32858 -4.84650 -0.63772 -0.12 0.03 0.01 0.339
```
Positions in Å, forces in eV/Å.

(3)
DFT (ωB97M-V with the def2-TZVPD basis set) results for a gas-phase ion, C21H27N2O3S (charge +1).

Calculated values
Multiplicity: 1
SMILES: COc1ccc(OCC(=O)N2CC[NH+](Cc3ccc(SC)cc3)CC2)cc1
Net charge: +1
E_HOMO, eV: -10.34
Energy, hartree: -1549.6022
Max |F|, eV Å⁻¹: 1.0

Structure (XYZ):
```
54
Properties=species:S:1:pos:R:3:forces:R:3:mulliken_charge:R:1
C 0.15321 -7.16041 5.14354 -0.08 -0.11 0.21 -0.837
O 0.62207 -6.57707 3.94875 0.12 0.13 -0.28 -0.446
C 0.32590 -5.28061 3.69490 -0.08 0.20 0.01 0.646
C -0.43037 -4.45240 4.51493 0.15 -0.44 0.02 -0.476
C -0.67491 -3.13447 4.15609 -0.01 0.44 -0.23 -0.581
C -0.16273 -2.62758 2.97578 -0.02 -0.16 0.02 0.477
O -0.35428 -1.33387 2.51626 0.13 0.02 -0.02 -0.133
C -1.04376 -0.42860 3.35348 -0.01 -0.04 0.34 -0.921
C -0.95344 0.96151 2.73954 -0.04 -0.35 0.04 0.662
O -0.52872 1.91027 3.35223 0.17 0.11 0.33 -0.620
N -1.39378 1.10021 1.44924 -0.22 0.22 -0.35 0.130
C -1.77417 0.04577 0.54695 0.13 -0.26 -0.04 -1.031
C -0.61247 -0.25145 -0.40572 -0.49 -0.64 0.47 -0.698
N -0.23370 0.97868 -1.14108 -0.11 -0.02 -0.19 0.168
C 0.86762 0.74467 -2.13049 0.36 0.12 -0.61 -1.087
C 1.02923 1.93535 -3.03046 -0.02 -0.02 -0.01 0.440
C 0.11251 2.16476 -4.05228 0.16 -0.12 0.21 -0.737
C 0.23048 3.26148 -4.88246 0.03 0.15 -0.03 -0.455
C 1.28045 4.16077 -4.70428 -0.10 0.01 -0.10 0.794
S 1.54890 5.58387 -5.68295 -0.03 0.16 -0.19 -0.013
C 0.24785 5.51735 -6.94524 0.29 -0.15 0.45 -0.910
C 2.20192 3.93230 -3.67659 -0.09 0.09 -0.13 -0.957
C 2.07676 2.83823 -2.85199 -0.13 -0.15 -0.06 -0.461
C 0.10135 2.07053 -0.19209 -0.14 0.76 0.56 -0.445
C -1.07424 2.32498 0.75034 0.23 0.09 0.16 -1.218
C 0.59436 -3.45375 2.14710 -0.11 0.11 0.13 -0.458
C 0.83495 -4.76019 2.50079 -0.06 -0.08 0.13 -0.686
H 0.51741 -8.18588 5.13103 -0.05 0.07 0.05 0.235
H 0.55123 -6.64623 6.02345 -0.02 0.00 -0.03 0.344
H -0.94027 -7.16569 5.18491 0.04 0.01 0.00 0.342
H -0.84093 -4.81396 5.44346 -0.02 -0.07 0.08 0.387
H -1.26725 -2.52420 4.81900 -0.06 0.08 0.06 0.388
H -0.57867 -0.37001 4.34391 -0.10 0.03 -0.16 0.577
H -2.09957 -0.71537 3.47231 0.09 -0.01 0.01 0.489
H -2.02517 -0.86275 1.08878 -0.01 0.06 -0.14 0.424
H -2.65756 0.36865 -0.01817 0.03 -0.06 0.02 0.396
H -0.89087 -1.02905 -1.11863 0.09 0.13 -0.11 0.420
H 0.24408 -0.59116 0.18084 0.01 0.11 -0.14 0.492
H -1.05178 1.29111 -1.68000 0.16 -0.04 0.05 0.466
H 1.78487 0.54442 -1.57485 -0.15 -0.05 0.11 0.422
H 0.60607 -0.14224 -2.71266 -0.07 0.01 0.18 0.439
H -0.69764 1.46746 -4.21971 -0.10 -0.12 -0.06 0.409
H -0.49271 3.40354 -5.66796 -0.06 0.04 -0.10 0.362
H 0.42467 6.37726 -7.58411 0.00 0.03 -0.03 0.387
H 0.33995 4.60529 -7.52711 -0.07 -0.02 -0.10 0.305
H -0.73097 5.60227 -6.48287 -0.10 0.00 -0.07 0.299
H 3.01701 4.62562 -3.54478 0.15 0.07 0.06 0.396
H 2.80615 2.67160 -2.07344 0.11 -0.02 0.11 0.400
H 0.35203 2.96803 -0.76026 -0.02 -0.17 -0.04 0.503
H 0.97175 1.75949 0.38966 -0.01 -0.09 -0.13 0.360
H -0.79680 3.07371 1.49618 -0.03 -0.04 -0.23 0.500
H -1.95203 2.67805 0.19979 0.02 0.02 -0.01 0.312
H 0.99419 -3.05382 1.22802 0.07 0.04 -0.12 0.369
H 1.42184 -5.40647 1.86890 0.08 -0.08 -0.09 0.424
```
Positions in Å, forces in eV/Å.

(4)
DFT (ωB97M-V with the def2-TZVPD basis set) results for a single C21H27N3O2 molecule.

Calculated values
Multiplicity: 1
SMILES: Cc1ccc(CN2CCN(Cc3c[nH]c4ccccc34)C[C@H]2CCO)o1
E_HOMO, eV: -7.92
Energy, hartree: -1131.1554
Max |F|, eV Å⁻¹: 1.0

Structure (XYZ):
```
53
Properties=species:S:1:pos:R:3:forces:R:3:mulliken_charge:R:1
C 0.04038 5.22559 2.00183 0.22 -0.31 0.06 -1.264
C 0.69743 4.29281 1.04850 -0.36 0.50 -0.63 0.359
C 0.73505 4.26195 -0.31257 -0.10 0.10 0.57 -0.615
C 1.52141 3.13625 -0.66557 0.27 -0.30 0.51 -0.593
C 1.91297 2.55722 0.50503 0.21 -0.17 -0.94 0.883
C 2.71612 1.32911 0.79519 -0.09 0.17 0.20 -1.582
N 1.95800 0.07325 0.77287 0.02 -0.10 0.00 -0.243
C 1.54432 -0.25626 -0.58376 -0.02 -0.31 -0.18 -0.611
C 0.87449 -1.62124 -0.62992 0.10 0.29 -0.17 -1.076
N -0.29944 -1.58809 0.21493 0.04 -0.11 0.06 0.540
C -1.09944 -2.79618 0.10814 -0.09 -0.08 -0.02 -1.013
C -1.65001 -2.95319 -1.27077 0.11 -0.34 0.07 0.665
C -1.67478 -4.08316 -2.03301 0.13 0.08 0.34 -1.010
N -2.27980 -3.82924 -3.23619 -0.05 -0.33 -0.27 0.016
C -2.65305 -2.51660 -3.27528 -0.03 0.53 0.24 -0.541
C -3.28631 -1.78399 -4.27165 -0.05 -0.01 -0.11 -0.881
C -3.52848 -0.45010 -4.02433 -0.03 -0.07 -0.15 -0.449
C -3.14980 0.14724 -2.81797 -0.03 0.19 0.09 -0.853
C -2.52370 -0.57264 -1.82611 -0.06 0.06 -0.03 -0.262
C -2.27039 -1.92562 -2.04775 -0.12 -0.19 -0.36 1.265
C 0.12061 -1.31928 1.57250 -0.02 0.29 0.00 -1.374
C 0.79186 0.05699 1.66214 -0.27 -0.11 0.40 0.959
C 1.14622 0.38379 3.12164 0.36 -0.18 -0.16 -1.029
C 2.13184 -0.59459 3.77157 -0.42 -0.02 0.25 -0.658
O 3.34344 -0.73037 3.07631 0.40 -0.04 -0.21 -0.636
O 1.40967 3.25937 1.54995 0.00 0.02 0.36 -0.248
H -0.48025 6.00348 1.45170 -0.03 0.04 -0.02 0.341
H 0.78102 5.68460 2.65583 -0.01 0.09 0.06 0.293
H -0.67381 4.69097 2.62754 -0.08 0.04 0.05 0.292
H 0.26450 4.95174 -0.98308 -0.13 0.20 -0.06 0.479
H 1.76930 2.81324 -1.65633 0.11 -0.15 -0.17 0.556
H 3.50628 1.23235 0.04599 -0.04 0.05 0.10 0.567
H 3.18727 1.43190 1.77426 0.07 0.01 -0.12 0.427
H 2.43421 -0.26346 -1.21810 -0.03 0.03 -0.02 0.451
H 0.83447 0.48785 -0.97793 0.06 -0.03 0.00 0.301
H 0.56852 -1.84107 -1.65433 0.06 -0.01 0.02 0.508
H 1.58921 -2.39848 -0.29922 -0.05 0.01 -0.04 0.262
H -1.92759 -2.69941 0.82020 0.10 -0.05 0.03 0.360
H -0.52278 -3.70066 0.37945 -0.06 0.05 0.05 0.347
H -1.30703 -5.06534 -1.80299 0.08 -0.15 0.04 0.428
H -2.42901 -4.50322 -3.96708 0.02 0.09 0.09 0.180
H -3.57526 -2.24458 -5.20538 -0.04 -0.01 -0.10 0.368
H -4.01846 0.14961 -4.77748 -0.03 0.03 -0.07 0.378
H -3.35687 1.19726 -2.66993 -0.01 0.08 0.03 0.403
H -2.22198 -0.11584 -0.89694 0.03 0.08 0.07 0.475
H -0.75855 -1.32334 2.22210 0.03 -0.01 0.03 0.338
H 0.81969 -2.09798 1.92541 -0.03 0.02 0.05 0.268
H 0.04884 0.80190 1.32034 0.07 -0.08 -0.01 0.213
H 1.54937 1.39450 3.17770 -0.07 0.02 0.07 0.316
H 0.22193 0.36847 3.70290 -0.05 0.06 0.00 0.524
H 2.39411 -0.23217 4.77043 -0.12 -0.07 -0.05 0.485
H 1.65160 -1.57807 3.89182 0.03 0.11 0.07 0.218
H 3.12268 -0.84727 2.13742 -0.01 0.05 -0.01 0.473
```
Positions in Å, forces in eV/Å.

In eV, the lowest unoccupied orbital energy values for the records above are, in order, 0.68, -2.66, -2.52, 0.81.
In eV, the relative energy (zero: lowest compared OMol25 entry of this formula, charge and spin) values for the records above are, in order, 5.4669, 0.0237, 0.0047, 2.2542.